Formula: C2H2O2P
Source: the Open Molecules 2025 dataset
Level of theory: ωB97M-V with the def2-TZVPD basis set

Positions of all 7 atoms, in Å:
O  -1.178  1.902  0.023
P  -0.790  0.446  0.025
O  -1.774  -0.756  -0.016
C  0.765  0.042  -0.836
C  0.743  0.088  0.861
H  1.107  -0.911  -1.206
H  1.126  -0.810  1.149

Results
SMILES: O=P1([O-])C=C1
Gap between HOMO and LUMO in hartree: 0.306
Relative energy (zero: lowest compared OMol25 entry of this formula, charge and spin) in kcal per mole: 51.34
Total charge: -1
Calculated total energy in Eh: -569.19654